Entry from the OMol25 dataset: a cluster of 4 separate species, C38H76F9N10O11S2 in total (ωB97M-V/def2-TZVPD).

Each line ends with the Mulliken charge.
CARTESIAN COORDINATES (ANGSTROEM)
N: -4.343933 -1.030008 3.065626  -0.5816
C: -3.158228 -1.744671 3.561369  -0.9199
C: -1.843232 -1.197498 2.986097  0.0743
C: -0.626520 -1.870537 3.622782  -2.4541
C: 0.421162 -2.471639 2.671870  1.5423
C: 1.358940 -1.516592 1.874167  0.4966
C: 1.042076 -0.087234 1.428576  -0.3612
N: 0.761799 0.836206 2.518120  -0.3068
N: 2.300834 0.417872 0.739907  -0.6342
N: -0.036827 -0.021468 0.468261  -0.1990
C: -0.441265 -3.323834 1.629554  0.0920
O: -0.302909 -3.009112 0.439384  -0.7580
O: -1.161878 -4.200531 2.144636  -0.8457
N: 1.339848 -3.424517 3.401743  1.0347
C: 1.604782 -4.727461 2.783627  -2.3892
C: 2.342689 -4.633459 1.437918  1.1102
C: 3.310370 -5.804918 1.214215  -1.0294
C: 4.646894 -5.343191 0.629460  -0.8733
C: 4.525966 -4.660873 -0.744707  -0.7935
C: 4.687145 -3.132317 -0.758604  0.6292
C: 5.404111 -2.619459 -2.021278  -1.1177
S: 4.362290 -1.667113 -3.168720  -0.2342
C: 4.975257 -0.078762 -2.866885  0.7785
N: 6.217158 0.318344 -2.775540  -0.4363
N: 6.157816 1.679471 -2.520816  -0.4146
C: 4.901939 1.984201 -2.498148  -0.0368
O: 4.080011 0.931592 -2.705718  -0.2659
S: 1.590122 -3.410777 4.987889  1.1974
O: 2.755455 -4.213520 5.288590  -0.7407
O: 0.427679 -3.598392 5.805381  -0.7182
C: 2.237000 -1.712584 5.469044  0.5579
F: 2.364109 -0.838251 4.467014  -0.1483
F: 1.351983 -1.209653 6.360533  -0.3087
C: 3.597068 -1.742279 6.244503  0.4654
F: 3.439465 -2.456524 7.369792  -0.2725
F: 3.786575 -0.442629 6.598791  -0.3072
C: 4.954123 -2.197163 5.571627  0.7972
F: 5.919688 -1.397732 6.091823  -0.3105
F: 5.244663 -3.454548 5.917618  -0.2515
C: 5.136629 -2.058545 4.038184  0.5118
F: 6.358267 -2.477981 3.734522  -0.2961
F: 5.027973 -0.786175 3.671606  -0.2933
F: 4.276665 -2.774507 3.357718  -0.1934
H: -4.240204 -0.915206 2.065492  0.2143
H: -4.348310 -0.096059 3.456239  0.1861
H: -3.126985 -1.653211 4.647504  0.4199
H: -3.241098 -2.787558 3.257895  0.3766
H: -1.829539 -0.127936 3.212025  0.3355
H: -1.878530 -1.286451 1.906984  -0.1420
H: -0.195130 -1.205197 4.368623  0.0502
H: -1.022889 -2.727511 4.167253  0.8894
H: 2.277418 -1.420009 2.443392  -1.2579
H: 1.640893 -2.048347 0.968446  0.4246
H: 1.611893 1.314062 2.784920  0.3012
H: 0.125876 1.546128 2.178827  0.3394
H: 2.517915 -0.228307 -0.015549  0.1784
H: 3.078529 0.320140 1.389401  0.3001
H: 0.096758 -0.748498 -0.228799  0.3423
H: 0.108691 0.859712 -0.021794  0.3721
H: 2.237431 -5.304537 3.453262  0.9395
H: 0.684543 -5.303260 2.693041  0.2475
H: 2.935877 -3.718552 1.473201  -0.3850
H: 1.624273 -4.548416 0.626894  0.5191
H: 2.894235 -6.520304 0.503510  0.3549
H: 3.521799 -6.307579 2.157384  0.4620
H: 5.320944 -6.197860 0.551790  0.4412
H: 5.123135 -4.652832 1.331599  0.2683
H: 3.560477 -4.907218 -1.190018  0.3589
H: 5.288612 -5.087395 -1.398831  0.5263
H: 5.219672 -2.772591 0.121339  0.0968
H: 3.695883 -2.677568 -0.716508  -0.3814
H: 6.231391 -1.965651 -1.758987  0.5061
H: 5.817378 -3.440183 -2.601192  0.5288
H: 4.488622 2.962792 -2.323580  0.4486
C: -6.534009 5.864055 1.308070  -0.5976
O: -6.536283 5.998285 2.713921  -0.3444
C: -7.821864 5.993510 3.318357  -0.7969
C: -8.072388 4.718590 4.092635  -0.1606
N: -8.222147 3.579021 3.201534  -0.2292
C: -8.234288 2.272812 3.854139  -0.8672
C: -7.007764 1.835184 4.645648  -0.5363
O: -5.867929 1.585756 3.853809  -0.3014
C: -5.100196 2.722713 3.508704  -0.2753
H: -5.525740 6.088573 0.964714  0.2330
H: -6.789756 4.849006 0.983154  0.1883
H: -7.229770 6.567472 0.840197  0.3556
H: -8.602478 6.151427 2.567623  0.3740
H: -7.850511 6.834534 4.017162  0.4059
H: -8.993282 4.835742 4.673006  0.4051
H: -7.243345 4.598437 4.803693  0.1791
H: -7.473888 3.593103 2.521116  -0.0383
H: -8.394576 1.526341 3.072561  0.3757
H: -9.105011 2.227461 4.517193  0.4254
H: -7.254802 0.878703 5.112459  0.3775
H: -6.760182 2.526892 5.461692  0.3757
H: -5.113754 3.477963 4.299575  0.2980
H: -5.429463 3.175838 2.568205  -0.1434
H: -4.072529 2.386782 3.362711  0.2337
C: -2.924125 0.566884 -0.817976  -0.4965
O: -4.147452 0.769880 -0.130539  -0.1320
C: -4.887353 1.922258 -0.477649  -0.3739
C: -6.155036 1.551634 -1.213918  -0.2221
N: -5.865920 1.027160 -2.540810  -0.3355
C: -7.000055 0.401922 -3.209993  -0.6943
C: -7.650943 -0.813610 -2.556785  -0.4828
O: -6.850472 -1.974605 -2.544361  -0.4559
C: -5.905852 -2.064273 -1.486685  -0.5202
H: -2.396377 -0.225390 -0.299003  -0.0388
H: -3.083723 0.262849 -1.860471  0.3158
H: -2.310501 1.471819 -0.796745  0.3192
H: -4.276852 2.618530 -1.063581  0.4670
H: -5.169843 2.418914 0.456992  -0.2204
H: -6.787192 2.441231 -1.314305  0.4193
H: -6.690301 0.831652 -0.580637  0.1291
H: -5.117234 0.350555 -2.470364  0.1079
H: -6.661814 0.093023 -4.202433  0.3648
H: -7.772449 1.164423 -3.362403  0.3960
H: -8.528325 -1.067888 -3.158682  0.3567
H: -8.017325 -0.593719 -1.545854  0.3489
H: -6.279399 -1.598932 -0.571053  0.2688
H: -4.945981 -1.615551 -1.753807  0.1485
H: -5.731468 -3.121349 -1.293636  0.3563
C: 5.590790 2.054494 -10.428104  -0.7013
O: 4.648145 2.275467 -9.402289  -0.3463
C: 4.413759 1.157779 -8.553155  -0.8803
C: 4.987085 1.370785 -7.170657  0.0294
N: 6.441972 1.357038 -7.181783  -0.3539
C: 7.065504 1.777678 -5.927932  -0.6965
C: 6.812791 3.194231 -5.426117  -0.3186
O: 7.415126 4.204793 -6.220132  -0.4620
C: 6.695297 4.591966 -7.370861  -0.5790
H: 5.523840 2.896768 -11.115112  0.2362
H: 6.617747 1.999157 -10.049237  0.2920
H: 5.371788 1.134479 -10.978947  0.3372
H: 4.812612 0.243328 -9.002453  0.4149
H: 3.329981 1.044971 -8.464404  0.3823
H: 4.633678 0.564304 -6.519672  0.2502
H: 4.573313 2.314137 -6.786607  0.1796
H: 6.774790 1.948560 -7.930987  0.1341
H: 8.145734 1.669288 -6.049762  0.3427
H: 6.768747 1.073167 -5.148722  0.3108
H: 7.276915 3.275465 -4.443150  0.3980
H: 5.745088 3.407618 -5.284160  0.2618
H: 5.614742 4.534124 -7.211743  0.2668
H: 6.959504 3.991648 -8.247138  0.1895
H: 6.959680 5.627308 -7.589350  0.2926

Force components x, y, z for each atom (eV/Å):
N 0.230 -0.195 0.292
C 0.163 0.266 -0.630
C -0.286 0.394 0.420
C -0.066 -0.370 0.175
C -0.400 0.432 -0.621
C 0.224 -0.185 0.511
C 0.637 0.147 -0.563
N -0.228 -0.196 0.119
N -0.325 -0.080 0.147
N 0.328 0.330 -0.092
C -0.174 -0.368 0.628
O -0.080 0.133 -0.620
O 0.063 0.256 -0.148
N -0.267 0.358 0.060
C 0.509 -1.037 -0.298
C 0.146 0.055 0.400
C 0.244 0.273 -0.331
C -0.087 0.152 0.067
C 0.208 -0.040 0.076
C -0.360 0.032 -0.293
C 0.192 0.037 0.294
S -0.244 -0.171 -0.088
C 0.793 0.136 0.050
N -1.100 -0.314 -0.035
N -0.750 0.203 0.107
C 0.668 0.207 0.066
O 0.555 0.107 -0.006
S 0.141 -0.435 0.636
O -0.283 0.011 -0.180
O 0.326 0.168 -0.230
C -0.390 -0.064 0.491
F 0.066 0.025 -0.040
F 0.253 0.044 -0.254
C -0.081 0.160 0.005
F 0.107 0.121 -0.109
F -0.035 -0.121 0.007
C 0.047 0.056 0.122
F 0.051 -0.116 0.117
F -0.038 0.068 -0.071
C 0.022 0.059 0.523
F 0.488 -0.100 -0.125
F -0.041 0.414 -0.078
F -0.550 -0.391 -0.372
H -0.118 0.083 -0.189
H -0.192 0.067 -0.047
H -0.111 -0.243 0.097
H 0.030 -0.162 0.292
H 0.136 0.107 -0.170
H 0.162 -0.094 -0.258
H 0.155 0.137 -0.059
H 0.118 -0.038 -0.012
H 0.028 0.009 0.053
H -0.145 -0.066 -0.080
H 0.062 -0.007 0.103
H -0.076 0.016 0.009
H -0.021 0.014 -0.060
H 0.038 0.043 0.018
H -0.259 -0.368 0.245
H -0.160 0.031 -0.014
H 0.100 0.239 0.132
H -0.144 0.276 -0.077
H -0.031 0.061 -0.112
H 0.026 0.144 -0.090
H -0.176 -0.228 0.202
H -0.120 -0.197 0.033
H -0.013 -0.084 -0.033
H 0.014 0.024 0.050
H -0.011 -0.104 -0.081
H 0.022 -0.016 -0.061
H 0.139 -0.123 0.065
H -0.001 0.078 0.136
H 0.063 0.017 -0.111
H -0.008 -0.063 -0.060
H -0.166 -0.085 -0.044
C 0.049 0.016 0.052
O -0.004 -0.046 -0.093
C -0.032 0.134 0.130
C 0.062 -0.144 -0.068
N 0.129 0.022 0.005
C -0.119 -0.004 -0.133
C -0.067 -0.145 0.143
O 0.072 0.257 -0.080
C 0.137 -0.183 -0.023
H 0.013 -0.005 0.012
H -0.055 0.018 -0.020
H -0.015 -0.010 -0.021
H -0.003 -0.065 -0.031
H 0.000 0.015 -0.025
H 0.000 -0.012 0.027
H -0.033 0.050 0.052
H 0.004 -0.012 0.004
H -0.024 -0.021 0.028
H 0.008 0.029 0.034
H 0.027 -0.013 -0.006
H -0.007 0.093 -0.077
H -0.036 0.036 -0.013
H -0.057 0.091 0.076
H -0.003 -0.004 0.012
C -0.237 -0.008 -0.007
O 0.021 -0.130 0.029
C 0.017 0.065 0.102
C -0.006 -0.085 -0.106
N -0.020 -0.071 0.082
C 0.110 0.036 -0.103
C -0.180 -0.011 -0.020
O 0.104 0.007 0.023
C -0.034 -0.112 -0.065
H 0.069 -0.021 0.058
H 0.010 0.099 -0.015
H 0.033 0.013 -0.025
H -0.018 -0.033 -0.060
H 0.047 0.029 -0.023
H -0.017 -0.004 -0.008
H -0.042 0.058 0.051
H 0.024 0.007 0.021
H -0.026 0.018 -0.018
H -0.024 -0.004 0.042
H -0.002 -0.008 0.011
H 0.085 0.027 0.025
H 0.015 0.039 0.004
H -0.010 0.066 0.053
H -0.022 -0.010 -0.003
C -0.042 0.051 0.006
O 0.098 -0.007 -0.022
C -0.180 -0.049 0.035
C 0.153 0.065 0.014
N -0.056 0.137 -0.030
C 0.072 -0.110 -0.115
C 0.093 -0.019 0.100
O -0.058 0.021 -0.058
C 0.091 0.092 0.046
H -0.006 0.011 0.008
H -0.002 -0.064 -0.007
H 0.020 -0.013 -0.010
H 0.068 0.006 0.015
H 0.001 -0.008 -0.028
H -0.002 0.009 0.033
H -0.075 -0.038 0.021
H -0.017 0.022 0.001
H 0.009 -0.027 0.024
H -0.023 0.000 0.049
H 0.006 -0.002 0.016
H -0.015 -0.001 -0.124
H -0.021 -0.042 -0.028
H -0.077 -0.030 -0.006
H -0.004 0.004 0.017

Output
Total charge = -1
LUMO level = 2.00 eV
DFT total energy = -4563.771690 Eh
Multiplicity = 1
Energy above the lowest of the compared OMol25 structures with the same formula, charge and spin = 0.00 kcal/mol